The following is a quantum chemistry calculation of C34H57N3O3SiSm as an isolated structure in a non-equilibrium geometry, from the Open Molecules 2025 dataset.

Calculated values
**2S+1**: 6
**LUMO level (spin up / spin down)**: -3.7 / -2.7 eV
**Energy relative to the best compared isomer or geometry (same formula, charge and spin)**: 1.157 eV
**HOMO level (spin up / spin down)**: -0.405 / -0.406 Eh
**Total charge**: +1
**⟨S²⟩**: 8.76
**Energy**: -72573.9514 eV
**Strongest force on any atom**: 2.185 eV Å⁻¹

Structure (XYZ):
```
99
Properties=species:S:1:pos:R:3:mulliken_charge:R:1
O 2.08 -2.30 -1.70 0.00
O 0.80 -0.51 -3.23 -0.14
C 3.29 -2.52 -0.98 -0.20
C 3.19 -3.25 0.35 -1.24
H 3.74 -1.53 -0.83 0.24
H 3.95 -3.07 -1.66 0.35
H 2.56 -2.72 1.07 0.11
H 4.19 -3.30 0.79 0.47
H 2.84 -4.28 0.23 0.30
C 0.87 -2.95 -1.27 1.47
C 0.55 -4.22 -2.02 -1.58
H 0.07 -2.20 -1.44 -0.86
H 0.89 -3.13 -0.18 0.02
H 0.21 -4.02 -3.04 0.27
H -0.25 -4.74 -1.50 0.45
H 1.40 -4.91 -2.08 0.29
C -0.45 -0.05 -3.80 -0.20
C 1.84 -0.83 -4.17 -0.10
C -1.56 -0.96 -3.35 -0.65
H -0.37 -0.02 -4.89 0.48
H -0.62 0.98 -3.45 -0.11
H -1.43 -1.96 -3.78 0.32
H -2.52 -0.57 -3.69 0.45
H -1.60 -1.06 -2.26 -0.44
C 1.40 -1.84 -5.21 -1.21
H 2.65 -1.25 -3.56 0.01
H 2.21 0.10 -4.64 0.28
H 0.88 -2.68 -4.74 0.15
H 2.29 -2.22 -5.73 0.43
H 0.75 -1.37 -5.96 0.38
H 1.36 -0.19 -1.62 -1.18
N -0.92 -0.43 2.92 1.22
C -1.71 0.04 3.91 0.75
C -2.55 1.16 3.80 -1.72
C -2.78 1.94 2.65 1.17
C -1.78 -0.71 5.21 -1.68
H -0.79 -1.05 5.53 0.27
H -2.45 -1.58 5.13 0.25
H -2.19 -0.05 5.99 0.52
C -3.89 2.94 2.63 -1.53
H -4.62 2.70 1.84 0.27
H -3.53 3.96 2.48 0.27
H -4.41 2.89 3.59 0.47
N -1.98 1.84 1.58 1.39
C -0.54 -1.81 2.92 -0.43
C 0.76 -2.18 3.34 1.29
C 1.74 -1.14 3.79 -1.39
C 1.11 -3.53 3.34 -0.84
H 2.11 -3.82 3.68 0.45
C 0.20 -4.51 2.93 -0.92
H 0.48 -5.56 2.93 0.45
C -1.09 -4.14 2.55 -1.11
H -1.82 -4.89 2.25 0.41
C -1.48 -2.80 2.55 1.01
C -2.89 -2.44 2.19 -1.29
C -2.20 2.49 0.33 -0.47
C -1.51 3.70 0.07 1.20
C -0.75 4.40 1.16 -1.34
C -1.49 4.19 -1.24 -0.64
H -0.92 5.10 -1.44 0.40
C -2.18 3.52 -2.25 -0.82
H -2.16 3.91 -3.27 0.43
C -2.89 2.35 -1.98 -0.84
H -3.43 1.83 -2.77 0.45
C -2.91 1.81 -0.69 0.66
C -3.58 0.50 -0.42 -1.05
Sm 0.14 1.09 1.42 0.14
H 2.29 -0.68 2.95 0.18
H 2.49 -1.59 4.45 0.57
H 1.25 -0.33 4.36 0.16
H -2.95 -1.65 1.43 0.02
H -3.47 -2.13 3.07 0.28
H -3.37 -3.34 1.78 0.48
H -0.52 5.42 0.84 0.48
H 0.22 3.92 1.42 0.26
H -1.33 4.46 2.10 0.12
H -3.92 0.40 0.62 0.33
H -2.91 -0.36 -0.62 -0.14
H -4.45 0.38 -1.07 0.56
H -3.17 1.41 4.67 0.36
C 1.35 0.75 -0.91 2.32
Si 2.31 2.20 -1.69 0.24
H 0.26 1.00 -0.88 -0.75
H 1.84 0.40 0.02 0.24
C 4.02 1.64 -2.22 -1.10
C 2.48 3.72 -0.58 -1.01
C 1.49 2.87 -3.25 -0.72
H 2.08 3.72 -3.62 0.48
H 0.47 3.23 -3.05 0.05
H 1.45 2.12 -4.05 0.14
H 4.70 1.60 -1.36 0.36
H 4.44 2.36 -2.94 0.34
H 3.99 0.65 -2.70 0.25
H 2.69 3.47 0.47 0.38
H 1.59 4.35 -0.62 0.18
H 3.32 4.34 -0.94 0.42
O 1.98 2.77 5.14 -0.56
C 1.68 2.51 4.02 0.72
N 1.36 2.23 2.89 -0.60
```